# C34H74F12N4O16PS4

A cluster of 9 separate species, C34H74F12N4O16PS4 in total in a non-equilibrium geometry (wB97M-V/def2-TZVPD, OMol25).

Results
Molecular weight in g mol⁻¹: 1182.20
E_tot in eV: -160397.931

The geometry in ORCA input format:
```
! wB97M-V def2-TZVPD RIJCOSX def2/J DEFGRID3
* xyz 1 1
C -8.32963 -8.69780 -3.76059
C -8.33509 -8.30880 -5.20405
O -9.39530 -8.35377 -5.81485
N -6.91551 -8.29703 -5.88431
H -6.28158 -7.65346 -5.43255
H -6.47797 -9.20685 -5.85478
C -6.98995 -8.02739 -7.35211
H -9.19500 -8.24506 -3.27657
H -7.41678 -8.33891 -3.28518
H -8.25846 -9.78534 -3.74362
H -6.00662 -7.68147 -7.67071
H -7.71686 -7.22701 -7.49029
H -7.34764 -8.92931 -7.84879
C -1.10188 0.64981 -7.79069
C -0.67606 1.61383 -6.77895
O 0.45111 1.97863 -6.56115
N -1.73059 2.00288 -5.73294
H -2.27399 2.79986 -6.03233
H -2.44854 1.29674 -5.81046
C -1.07490 2.23709 -4.29692
H -1.63859 1.02466 -8.66220
H -1.63232 -0.20167 -7.36441
H -0.20273 0.17156 -8.17916
H -0.84743 1.21552 -3.99237
H -1.85950 2.80037 -3.79173
H -0.14179 2.80046 -4.30181
C -7.90006 4.14660 -1.42399
C -8.77365 3.17455 -0.79753
O -9.68063 3.57144 -0.05258
N -8.39354 1.67247 -0.86495
H -9.12903 1.00059 -1.03136
H -7.88450 1.70473 -1.73668
C -7.46794 1.18377 0.35092
H -8.16378 5.11902 -1.00814
H -8.03011 4.15863 -2.50614
H -6.88227 3.94819 -1.08802
H -7.70792 0.12182 0.40364
H -7.60495 1.61131 1.34417
H -6.46031 1.25099 -0.05925
C -1.64384 -10.66224 3.74442
N -2.13585 -9.33526 4.25831
C -3.55828 -9.11213 3.76462
C -2.15305 -9.36462 5.76079
C -1.13769 -8.23828 3.68642
C 0.13193 -8.09088 4.51632
O 0.99400 -9.12939 4.09530
H -1.46236 -10.72123 2.67125
H -2.29556 -11.49378 4.01252
H -0.66487 -10.96860 4.11301
H -4.17237 -9.99610 3.93668
H -3.40089 -8.89072 2.70902
H -3.98451 -8.20465 4.19229
H -3.06346 -9.93999 5.92876
H -2.19912 -8.38198 6.23024
H -1.25194 -9.90663 6.04775
H -1.72879 -7.32584 3.76484
H -1.11171 -8.45563 2.61862
H -0.00529 -8.21099 5.59095
H 0.64437 -7.16649 4.24982
H 1.25423 -9.56342 4.91108
C 3.85425 2.91744 1.98464
C 4.98081 3.94058 2.14171
C 4.84830 4.82807 3.38273
C 6.12020 5.64612 3.47032
P 6.05653 7.45599 2.96095
C 4.85703 8.35503 3.91924
C 4.86183 8.14913 5.40532
C 4.04923 9.10021 6.33727
C 4.61370 10.46902 6.63511
C 7.83313 8.13744 3.13713
C 8.88039 7.36766 2.24573
C 10.27999 7.26149 2.82716
C 11.07587 8.57015 2.94604
C 5.41541 7.57257 1.26764
C 6.32001 7.05925 0.07726
C 5.54297 6.62919 -1.15824
C 4.86497 7.91699 -1.85873
H 4.00698 2.11369 2.70488
H 4.01416 2.42565 1.02513
H 2.81823 3.25559 2.00509
H 5.23115 4.52438 1.25592
H 5.86320 3.30472 2.21371
H 4.69118 4.24001 4.28695
H 3.97257 5.46613 3.50144
H 6.91186 5.07380 2.98675
H 6.32817 5.69192 4.53931
H 3.89250 8.03363 3.52619
H 4.95392 9.39825 3.61857
H 5.88168 8.14884 5.79004
H 4.40365 7.17755 5.59022
H 3.84584 8.55175 7.25701
H 3.05975 9.16548 5.88477
H 5.21919 10.95530 5.87025
H 5.23591 10.40114 7.52750
H 3.74493 11.12590 6.67794
H 8.05512 7.99171 4.19429
H 7.68368 9.18394 2.87139
H 8.83407 7.95611 1.32939
H 8.70915 6.30203 2.09334
H 10.92501 6.59517 2.25439
H 10.05253 6.94416 3.84483
H 11.27107 9.05880 1.99146
H 12.04370 8.38481 3.41193
H 10.51814 9.15228 3.67963
H 5.18478 8.61765 1.06096
H 4.53983 6.92347 1.28049
H 6.94867 6.18077 0.22274
H 6.99364 7.89745 -0.10097
H 4.71604 6.01217 -0.80668
H 6.27694 6.13772 -1.79686
H 5.56895 8.73936 -1.98614
H 4.12578 8.16988 -1.09864
H 4.41368 7.66418 -2.81817
C -8.90512 -1.50770 -7.43052
F -10.18010 -1.29660 -7.24101
F -8.49748 -2.11061 -6.29748
F -8.70985 -2.19504 -8.55974
S -8.06878 0.21759 -7.53456
O -6.65069 -0.05656 -7.52916
O -8.63346 0.88020 -8.69712
O -8.43751 0.86236 -6.26044
C 4.13960 -8.70488 -4.58950
F 2.99769 -8.90531 -5.35253
F 4.36610 -7.47845 -4.08565
F 3.97816 -9.39822 -3.41190
S 5.58726 -9.31648 -5.76136
O 5.79748 -10.73096 -5.52372
O 5.21956 -8.99970 -7.16046
O 6.78068 -8.49296 -5.32501
C -3.08536 -2.28442 5.15480
F -3.13742 -0.99018 4.98335
F -3.64089 -2.94082 4.13126
F -1.80218 -2.65839 5.38911
S -4.02974 -2.64143 6.82416
O -3.04329 -2.32314 7.88985
O -5.12092 -1.69831 6.75128
O -4.47165 -4.05987 6.70894
C -1.22434 -4.24837 -2.24870
F -0.73002 -5.52282 -2.07817
F -0.93314 -3.72587 -1.00999
F -0.44682 -3.60942 -3.13731
S -3.16128 -3.93812 -2.59328
O -3.27438 -2.44654 -2.50348
O -3.40089 -4.41383 -3.99558
O -3.80413 -4.74962 -1.53594
*
```

These are the Mulliken partial charges, in e, on atoms 1 to 4: number 1, C, carries -0.9623; number 2, C, carries 0.5250; number 3, O, carries -0.3793; number 4, N, carries -0.1941